A 8-piece molecular cluster, C42H102N6O2 overall at a distorted geometry, computed with ωB97M-V/def2-TZVPD.

Last column: Mulliken charge in e.
Element x y z (Å)
C1 0.89295 2.49417 0.38215  -1.004
C2 0.12898 1.40899 1.15718  0.735
N1 0.75071 0.09211 1.02769  0.757
C3 0.78427 -0.46531 -0.29887  -0.405
C4 -0.59814 -0.77380 -0.88017  -1.221
C5 1.98843 -0.02900 1.75021  -0.519
C6 1.84008 0.04173 3.25889  -0.474
H1 0.69802 2.35903 -0.68229  0.164
H2 1.95922 2.56523 0.58873  0.175
H3 0.47177 3.46917 0.65805  0.504
H4 0.10503 1.58506 2.23069  -1.427
H5 -0.90048 1.46624 0.79745  0.378
H6 1.36391 0.18478 -0.98036  0.031
H7 1.29563 -1.42968 -0.28595  0.443
H8 -1.19628 0.07379 -1.22512  0.257
H9 -0.44924 -1.42577 -1.74343  0.309
H10 -1.19334 -1.28433 -0.12057  0.335
H11 2.77970 0.66934 1.41797  0.012
H12 2.41529 -1.00916 1.50511  0.555
H13 2.79619 -0.22528 3.71513  0.221
H14 1.05552 -0.62387 3.60858  0.018
H15 1.66667 1.07900 3.53433  0.044
C7 4.04293 3.19887 -1.93868  -1.135
C8 4.99410 3.82344 -2.94930  -0.692
N2 6.04789 2.90372 -3.35580  0.120
C9 7.11690 2.72688 -2.38921  -0.257
C10 8.06336 1.59084 -2.77798  -1.403
C11 6.46432 3.09107 -4.72955  -0.802
C12 7.32863 4.31773 -5.03615  -1.062
H16 4.55677 2.88691 -1.03186  0.273
H17 3.50506 2.34289 -2.35714  0.299
H18 3.23162 3.88404 -1.66973  0.402
H19 4.47862 4.20909 -3.82516  0.495
H20 5.46366 4.69367 -2.44727  0.263
H21 7.70787 3.65177 -2.27836  0.300
H22 6.65040 2.45392 -1.44267  0.303
H23 8.59439 1.19330 -1.91426  0.404
H24 7.52093 0.80352 -3.29927  0.362
H25 8.84979 1.95296 -3.44768  0.283
H26 5.60975 2.96979 -5.39778  0.504
H27 7.04763 2.20752 -5.02284  0.382
H28 8.04074 4.08985 -5.83144  0.350
H29 7.94349 4.61284 -4.18615  0.283
H30 6.72218 5.17034 -5.34477  0.320
C13 -0.35844 -7.09310 -3.19900  -1.374
C14 -1.29019 -6.87745 -4.37929  -0.429
N3 -2.11740 -5.69138 -4.31381  0.260
C15 -1.44106 -4.49549 -3.89319  -0.135
C16 -2.34185 -3.30036 -3.64283  -0.782
C17 -2.92627 -5.53540 -5.50874  -0.301
C18 -3.85242 -6.69031 -5.79650  -1.449
H31 0.43514 -6.34603 -3.12688  0.321
H32 0.11199 -8.06752 -3.30622  0.411
H33 -0.91842 -6.98293 -2.26667  0.321
H34 -0.71064 -6.88713 -5.32856  0.382
H35 -1.92267 -7.76401 -4.45268  0.323
H36 -0.86597 -4.73163 -2.99922  0.057
H37 -0.65682 -4.14168 -4.60533  0.114
H38 -1.77010 -2.49573 -3.18049  -0.162
H39 -2.79425 -2.89234 -4.54585  0.464
H40 -3.16619 -3.58884 -2.98299  0.355
H41 -2.27347 -5.40895 -6.39849  0.307
H42 -3.51161 -4.62493 -5.40556  0.320
H43 -4.46069 -6.96438 -4.92644  0.353
H44 -3.30462 -7.59842 -6.05066  0.330
H45 -4.55991 -6.44281 -6.58574  0.420
C19 -1.28654 -4.20769 0.61307  -0.781
C20 -2.49194 -5.05255 0.97584  -0.817
N4 -3.11537 -4.63200 2.20883  0.308
C21 -4.43863 -5.25383 2.40728  -0.717
C22 -4.44696 -6.78168 2.37284  -1.038
C23 -2.25599 -4.77648 3.39948  -0.804
C24 -2.07242 -3.42404 4.08467  -1.045
H46 -0.79987 -4.57971 -0.29340  0.361
H47 -0.51611 -4.09444 1.37762  0.373
H48 -1.56129 -3.17371 0.37523  -0.015
H49 -3.21347 -4.96542 0.15670  0.569
H50 -2.20633 -6.12116 0.98234  0.201
H51 -5.04104 -4.87519 1.57701  0.403
H52 -4.84384 -4.87325 3.34449  0.352
H53 -4.30899 -7.13828 1.35113  0.266
H54 -5.40441 -7.16963 2.72214  0.388
H55 -3.64904 -7.20549 2.98489  0.323
H56 -2.68699 -5.50396 4.09136  0.518
H57 -1.27409 -5.12607 3.07278  0.387
H58 -1.32801 -3.50068 4.88018  0.445
H59 -1.73638 -2.67585 3.36486  0.059
H60 -3.02660 -3.05164 4.46248  0.268
C25 -5.71607 1.89012 -2.77805  -1.398
C26 -4.47635 1.63041 -3.62558  -0.294
N5 -3.45497 2.65586 -3.59223  0.173
C27 -2.19169 2.20493 -4.11169  -0.170
C28 -1.04335 3.15032 -3.72616  -1.576
C29 -3.89936 3.95247 -4.08419  -0.851
C30 -4.26236 4.02755 -5.55506  -1.003
H61 -5.49986 2.18267 -1.75155  0.304
H62 -6.21851 0.91420 -2.75128  0.445
H63 -6.46726 2.55157 -3.20941  0.328
H64 -3.98842 0.69494 -3.33698  0.307
H65 -4.84353 1.37230 -4.64400  0.299
H66 -1.96121 1.18668 -3.79861  0.237
H67 -2.09660 2.18031 -5.21714  0.246
H68 -0.93838 3.34224 -2.65898  0.313
H69 -0.11107 2.70226 -4.08994  0.474
H70 -1.09755 4.09160 -4.27407  0.407
H71 -3.16097 4.68405 -3.74681  0.450
H72 -4.76292 4.24561 -3.47477  0.393
H73 -5.16017 3.44219 -5.73585  0.281
H74 -3.42661 3.76245 -6.20370  0.255
H75 -4.46743 5.06946 -5.81998  0.390
C31 -1.69806 0.44928 4.38428  -0.929
C32 -1.51167 1.94265 4.66444  0.108
N6 -2.74211 2.70630 4.47710  0.183
C33 -2.45497 4.10824 4.19494  -0.409
C34 -1.75896 4.28135 2.86046  -0.886
C35 -3.59684 2.55944 5.64809  -0.484
C36 -5.06064 2.82425 5.34844  -1.260
H76 -0.82465 0.02799 3.89076  -0.219
H77 -2.49273 0.34750 3.63465  0.423
H78 -2.02258 -0.15359 5.23025  0.607
H79 -1.13907 2.07380 5.70037  0.203
H80 -0.69060 2.32342 4.05869  -0.290
H81 -3.42419 4.60222 4.11165  0.355
H82 -1.88889 4.64269 4.97831  0.261
H83 -2.25962 3.77661 2.03345  0.272
H84 -1.75169 5.34954 2.59894  0.485
H85 -0.69357 4.04201 2.78947  -0.126
H86 -3.26312 3.21272 6.47503  0.350
H87 -3.51555 1.53843 6.02294  0.358
H88 -5.44252 2.04723 4.68828  0.301
H89 -5.22834 3.80181 4.89595  0.312
H90 -5.63654 2.83443 6.27679  0.399
C37 3.42501 4.86407 5.10660  -1.340
C38 2.82814 4.33464 3.83112  0.874
O1 2.64100 3.15142 3.66013  -0.500
C39 2.43319 5.34616 2.78594  -0.818
H91 3.48719 4.07315 5.84668  0.316
H92 2.81081 5.68437 5.48455  0.376
H93 4.40651 5.29000 4.88714  0.347
H94 1.87711 4.85280 1.99233  -0.019
H95 3.28093 5.85421 2.32472  0.406
H96 1.79580 6.09322 3.26647  0.338
C40 5.08350 -1.07891 5.91670  -0.957
C41 6.13529 -1.27112 4.85656  0.840
O2 7.09580 -0.53019 4.80898  -0.570
C42 6.09690 -2.52862 4.04173  -1.045
H97 4.23452 -1.75570 5.83175  0.284
H98 4.71054 -0.05301 5.87911  0.200
H99 5.51271 -1.20231 6.91156  0.349
H100 5.63378 -2.34624 3.06656  0.222
H101 5.52357 -3.32444 4.51933  0.321
H102 7.09349 -2.91987 3.84574  0.361

Properties
Energy above the lowest of the compared OMol25 structures with the same formula, charge and spin: 0.795 eV
F_max: 0.03020 hartree/bohr
Frontier orbital gap: 8.5 eV
SMILES: CCN(CC)CC.CCN(CC)CC.CCN(CC)CC.CCN(CC)CC.CCN(CC)CC.CCN(CC)CC.CC(C)=O.CC(C)=O
Total energy: -2140.3375 hartree